2 unconnected molecules or ions with the total composition C2H4N2S in a non-equilibrium geometry. Source: the OMol25 dataset; level of theory: ωB97M-V with the def2-TZVPD basis set.

Atoms and positions in Å:
1 C -4.0855 -1.0683 -0.1220
2 C 1.6214 -0.5776 0.2273
3 N -4.3943 0.0176 -0.0857
4 N -0.8036 -1.8794 0.1936
5 S -0.2712 -0.5200 0.1232
6 H 1.9596 -0.4895 1.2196
7 H 2.0828 0.3943 -0.3366
8 H 2.1443 -1.4589 -0.3384
9 H -3.9889 -2.1305 -0.3693

As for the charge: 0. The relative energy (zero: lowest compared OMol25 entry of this formula, charge and spin) comes out at 76.6 kcal per mole. The HOMO energy comes out at -9.12 eV.

---

2 unconnected molecules or ions with the total composition C3H6O2S in a non-equilibrium geometry. Source: the OMol25 dataset; level of theory: ωB97M-V with the def2-TZVPD basis set.

Atoms and positions in Å:
1 C -1.9327 0.4584 1.8356
2 C -2.8345 -0.4803 1.6539
3 C 0.6722 0.6484 -1.6390
4 O -1.0595 2.6986 1.1438
5 O 1.2178 0.6805 -0.3691
6 S -1.0171 1.6791 2.2512
7 H 1.2052 1.6111 -0.0890
8 H -2.8144 -1.3621 1.1120
9 H -3.7644 -0.2477 2.1575
10 H 1.1118 1.2865 -2.4045
11 H -0.3157 1.0117 -1.6483
12 H 0.7414 -0.3464 -1.8898

As for the charge: 0. The relative energy (zero: lowest compared OMol25 entry of this formula, charge and spin) comes out at 45.8 kcal per mole. Its spin multiplicity is 3. The HOMO energy (spin up / spin down) comes out at -6.80 / -10.18 eV.

---

A molecular structure, C22H24N5O2Pt in a non-equilibrium geometry. Source: the OMol25 dataset; level of theory: ωB97M-V with the def2-TZVPD basis set.

Atoms and positions in Å:
1 Pt 0.1435 -1.2496 1.7613
2 O 2.3465 -1.5242 5.1113
3 C 1.8739 -1.6275 3.9936
4 N 0.5773 -1.4943 3.6692
5 C -0.3636 -1.0016 4.6498
6 C -1.6899 -0.8598 3.9879
7 C -2.8431 -0.5527 4.6927
8 C -4.0445 -0.4559 4.0196
9 C -4.0745 -0.6879 2.6488
10 C -2.8953 -0.9810 2.0061
11 N -1.7232 -1.0501 2.6589
12 C 2.7210 -1.8868 2.7812
13 C 4.0974 -1.8104 2.8291
14 C 4.8086 -2.0057 1.6564
15 C 4.1220 -2.3359 0.4923
16 C 2.7456 -2.4150 0.5303
17 N 2.0573 -2.1613 1.6505
18 H -0.0515 -0.0271 5.0432
19 H -0.4241 -1.6716 5.5111
20 H -2.7858 -0.3982 5.7617
21 H -4.9530 -0.2123 4.5545
22 H -4.9971 -0.6441 2.0887
23 H -2.8646 -1.1729 0.9433
24 H 4.5724 -1.5913 3.7757
25 H 5.8849 -1.8949 1.6437
26 H 4.6434 -2.5221 -0.4360
27 H 2.1675 -2.6815 -0.3446
28 C -1.9109 2.5212 -2.3209
29 C -1.9675 1.1079 -2.8910
30 N -0.9323 0.8154 -3.8852
31 C -1.3241 0.8139 -5.3017
32 C -1.4204 2.2148 -5.8899
33 C 0.3872 0.7182 -3.6107
34 O 1.2556 0.6030 -4.4594
35 C 0.8267 0.7791 -2.1691
36 C 1.8007 1.7044 -1.8217
37 C 2.2253 1.7785 -0.5069
38 C 1.6763 0.9170 0.4225
39 N 0.7992 -0.0334 0.0789
40 C 0.3945 -0.1066 -1.2008
41 H -2.7372 2.6708 -1.6242
42 H -1.9935 3.2640 -3.1137
43 H -0.9776 2.6997 -1.7843
44 H -2.9218 0.9616 -3.3940
45 H -1.9270 0.3806 -2.0788
46 H -2.2808 0.2967 -5.3796
47 H -0.5771 0.2403 -5.8418
48 H -2.2242 2.7913 -5.4298
49 H -1.6221 2.1514 -6.9594
50 H -0.4788 2.7470 -5.7522
51 H 2.2222 2.3433 -2.5873
52 H 2.9672 2.5010 -0.1977
53 H 1.9567 0.9596 1.4669
54 H -0.2677 -0.9251 -1.4481

As for the charge: +1. The HOMO energy comes out at -11.23 eV.